Entry 1:
This record from OMol25 describes C54H42MoN5O3P3S as an isolated structure. The level of theory is the ωB97M-V functional and the def2-TZVPD basis.

```
109
Properties=species:S:1:pos:R:3:forces:R:3
Mo -0.09299 -0.50580 -0.78675 1.06 -0.95 1.14
S 0.69574 -3.68022 -1.61544 -0.06 -0.12 -0.02
P -2.28141 -1.02435 -2.04687 0.07 0.06 0.16
P 0.45089 1.70398 1.17032 -0.35 -0.29 0.04
P 2.45355 -0.36874 -0.68858 -0.13 -0.18 -0.04
O -0.45062 1.05662 -1.61720 -0.50 1.21 -0.55
O 0.78509 -4.95064 -0.54668 -0.01 0.05 0.03
O -0.76712 1.72933 -2.67988 0.16 -0.02 -0.08
N 1.30535 -7.68215 1.47406 -0.02 -0.17 0.00
N 0.50060 -3.16279 0.83383 -0.04 0.20 0.10
N 0.41599 -2.57229 -0.33608 -0.04 0.29 -0.11
N 0.55726 -1.26697 -2.66340 -0.14 -0.04 -0.03
N 0.86027 -5.25585 1.76231 -0.03 -0.06 0.02
C 4.57099 1.48867 -0.69176 -0.04 0.03 -0.05
C 2.97071 -1.47391 -2.06544 0.02 -0.06 0.05
C 1.86085 -1.53828 -3.05727 0.08 0.04 -0.13
C -3.42299 -4.92067 -2.30849 0.00 0.02 0.01
C 4.50340 3.55475 -1.91981 0.00 0.02 -0.01
C -4.22706 0.72651 -3.01930 -0.01 0.00 0.03
C 2.49256 -1.25031 1.93558 0.06 -0.06 -0.06
C -3.73928 0.91102 -0.67053 -0.08 0.02 -0.09
C -4.50597 -2.56354 -1.30926 0.03 0.00 0.07
C -5.16154 1.74288 -2.90518 0.00 0.01 0.01
C -3.50429 0.30878 -1.90325 -0.03 0.00 -0.05
C 5.18466 2.66035 -1.10492 -0.01 -0.01 0.03
C 3.31986 1.66114 4.11499 0.00 0.03 0.01
C -2.09692 -1.97537 1.00318 0.07 0.00 0.01
C 1.08688 -6.55152 1.56043 0.05 0.18 -0.01
C 1.93963 2.04159 2.17122 0.10 0.00 -0.14
C -0.77722 1.20160 2.40463 -0.04 0.14 0.08
C 0.30044 4.54724 1.34018 0.04 -0.06 -0.01
C -1.95799 1.65602 4.46473 -0.01 0.00 0.01
C -2.66870 0.50060 4.30888 0.00 0.01 0.00
C -1.66129 -0.97186 -3.76422 -0.02 -0.02 -0.03
C 3.04084 -1.88394 3.04129 0.00 -0.01 -0.01
C 4.11699 3.07197 2.34626 0.01 -0.01 0.00
C -0.28431 5.77124 1.05003 0.01 -0.01 0.02
C 3.24347 -1.08286 0.77728 -0.02 0.01 0.00
C -4.67849 1.92770 -0.55895 0.01 -0.01 0.02
C -1.36249 5.84377 0.18045 -0.01 0.00 0.00
C -1.85924 4.68352 -0.39338 0.03 0.00 0.02
C 4.54940 -1.57987 0.73205 -0.02 0.04 -0.03
C -1.33118 -0.82407 1.02858 -0.21 -0.32 -0.20
C 4.30795 2.47808 3.58554 -0.02 -0.02 -0.01
C 2.94809 2.84537 1.63703 -0.03 0.01 0.04
C 4.34169 -2.35432 2.99520 0.00 0.00 0.01
C 2.59596 2.08916 -1.93554 0.00 0.00 0.00
C -2.47387 -0.33854 3.18909 0.04 -0.01 -0.07
C -3.23436 -1.52318 3.06199 0.00 -0.01 -0.01
C 3.27224 1.19609 -1.10575 0.07 0.03 0.00
C -3.03320 -2.33549 1.98973 0.00 0.02 0.05
C -0.18497 3.37581 0.75759 0.09 0.02 -0.15
C 5.09827 -2.20373 1.83866 0.00 0.01 -0.02
C 0.72353 -4.48688 0.73725 0.03 -0.09 -0.02
C -5.38630 2.34699 -1.67442 0.01 -0.02 -0.02
C -1.51460 0.00843 2.18820 0.00 0.06 0.05
C -5.20141 -3.75769 -1.18561 -0.01 0.01 0.00
C -0.23737 -1.42662 -3.78208 0.00 0.03 -0.19
C -1.00353 2.00343 3.49763 0.02 -0.01 -0.03
C -1.27450 3.45962 -0.10817 -0.05 -0.02 0.00
C -2.72419 -3.73056 -2.43514 -0.02 0.05 -0.06
C 2.14299 1.44766 3.41481 -0.09 -0.01 0.04
C 3.21099 3.26943 -2.33310 -0.03 -0.02 0.02
C 1.87321 -1.89934 -4.37822 -0.01 0.02 0.04
C -4.65984 -4.93603 -1.67807 0.01 0.00 0.00
C -3.25889 -2.54573 -1.92742 0.01 -0.06 -0.11
C 0.53116 -1.83613 -4.84070 0.00 0.02 0.08
H -6.16910 -3.76524 -0.70115 -0.01 0.00 0.00
H 2.74458 -2.17899 -4.94767 0.02 -0.01 -0.01
H -4.06058 0.26292 -3.98366 0.00 0.00 0.00
H -1.76136 -3.72020 -2.93212 -0.04 -0.02 0.01
H 5.22451 2.64874 4.13481 0.01 0.00 0.01
H -3.18969 0.58941 0.20186 0.05 -0.03 0.07
H 5.09506 0.81991 -0.02338 0.02 -0.02 0.02
H -3.40602 0.20260 5.04522 0.00 0.01 0.01
H 2.43733 -2.03243 3.92693 -0.01 0.00 0.01
H 2.81465 3.30783 0.66585 0.01 0.01 0.00
H 4.98018 4.47431 -2.23317 0.01 0.01 0.00
H -4.84650 2.39440 0.40316 0.00 0.00 0.01
H 3.18062 -2.45774 -1.63116 -0.02 0.03 -0.01
H 4.76414 -2.86103 3.85297 0.00 0.00 0.00
H -3.58877 -3.25804 1.87625 -0.01 0.00 0.00
H -0.43678 2.92047 3.61455 0.00 -0.02 0.02
H -5.20233 -5.86645 -1.57587 -0.01 -0.01 0.01
H 0.18007 -2.02145 -5.84284 -0.01 0.00 -0.02
H -1.98264 -2.67691 0.18849 -0.02 0.04 0.04
H 5.13349 -1.49360 -0.17697 0.01 -0.01 0.00
H 6.19230 2.88179 -0.77756 0.01 0.00 0.00
H 4.88361 3.70677 1.92163 0.01 0.01 -0.01
H 0.10398 6.67055 1.51029 0.01 0.01 0.01
H 1.37749 0.80971 3.84069 0.05 0.04 -0.01
H 1.13342 4.50977 2.02950 -0.02 0.02 -0.01
H 3.88963 -1.10458 -2.52301 -0.01 0.02 0.02
H 6.10802 -2.59009 1.79518 0.00 0.00 0.00
H -1.81453 6.80069 -0.04586 0.00 0.01 0.00
H -2.70096 4.72290 -1.07255 -0.01 -0.01 -0.01
H 3.46336 1.18573 5.07632 0.00 -0.01 0.01
H -1.68068 2.57142 -0.56764 0.01 0.05 0.03
H -5.71301 2.06588 -3.77809 -0.01 0.01 -0.01
H -6.11352 3.14364 -1.58707 -0.01 0.01 0.00
H -4.93102 -1.64833 -0.91631 0.00 -0.01 0.00
H -1.70531 0.08316 -4.04997 0.01 -0.04 -0.02
H -3.95606 -1.76724 3.83187 -0.01 -0.01 0.00
H -2.99893 -5.83581 -2.69950 0.00 -0.01 0.00
H -2.11982 2.29741 5.32084 -0.01 0.00 0.01
H -2.28721 -1.55249 -4.44304 -0.01 -0.02 0.04
H 1.59143 1.87730 -2.27710 0.01 0.00 -0.01
H 1.45953 -0.92749 1.96086 -0.03 -0.01 0.00
H 2.67405 3.96170 -2.96768 -0.01 0.00 -0.01
```
Forces are in eV/Å.

Properties
⟨S²⟩: 2.206
Energy, eV: -110826.0018
LUMO energy (spin up / spin down), eV: -0.697 / -1.121
Energy above the lowest of the compared OMol25 structures with the same formula, charge and spin, eV: 0.563
2S+1: 3

Atom charges from the Mulliken analysis, given in e for atoms 1 to 99: number 1, Mo, carries -1.766; number 2, S, carries 0.064; number 3, P, carries 2.308; number 4, P, carries 1.987; number 5, P, carries 2.453; number 6, O, carries -0.349; number 7, O, carries -0.413; number 8, O, carries -0.430; number 9, N, carries -0.595; number 10, N, carries -0.969; number 11, N, carries 1.126; number 12, N, carries 1.741; number 13, N, carries -0.725; number 14, C, carries -0.801; number 15, C, carries -0.734; number 16, C, carries -0.342; number 17, C, carries -0.962; number 18, C, carries -0.739; number 19, C, carries -0.895; number 20, C, carries -0.362; number 21, C, carries -0.392; number 22, C, carries -0.437; number 23, C, carries -0.819; number 24, C, carries 0.425; number 25, C, carries -0.562; number 26, C, carries -0.656; number 27, C, carries 0.385; number 28, C, carries 0.553; number 29, C, carries 0.595; number 30, C, carries 0.004; number 31, C, carries -0.415; number 32, C, carries -1.228; number 33, C, carries -0.868; number 34, C, carries -1.456; number 35, C, carries -0.733; number 36, C, carries -1.029; number 37, C, carries -0.830; number 38, C, carries 0.670; number 39, C, carries -0.548; number 40, C, carries -0.722; number 41, C, carries -1.002; number 42, C, carries -0.265; number 43, C, carries 0.608; number 44, C, carries -0.832; number 45, C, carries -0.720; number 46, C, carries -0.688; number 47, C, carries -0.359; number 48, C, carries 1.387; number 49, C, carries -1.161; number 50, C, carries 0.617; number 51, C, carries -1.612; number 52, C, carries 0.991; number 53, C, carries -0.856; number 54, C, carries 0.553; number 55, C, carries -0.614; number 56, C, carries -0.543; number 57, C, carries -0.747; number 58, C, carries -0.447; number 59, C, carries -0.060; number 60, C, carries -0.064; number 61, C, carries -0.122; number 62, C, carries -0.871; number 63, C, carries -0.821; number 64, C, carries -1.403; number 65, C, carries -0.610; number 66, C, carries 0.379; number 67, C, carries -1.276; number 68, H, carries 0.440; number 69, H, carries 0.586; number 70, H, carries 0.426; number 71, H, carries 0.393; number 72, H, carries 0.421; number 73, H, carries 0.459; number 74, H, carries 0.394; number 75, H, carries 0.437; number 76, H, carries 0.509; number 77, H, carries 0.863; number 78, H, carries 0.394; number 79, H, carries 0.505; number 80, H, carries 0.598; number 81, H, carries 0.436; number 82, H, carries 0.478; number 83, H, carries 0.511; number 84, H, carries 0.385; number 85, H, carries 0.583; number 86, H, carries 0.848; number 87, H, carries 0.498; number 88, H, carries 0.500; number 89, H, carries 0.459; number 90, H, carries 0.450; number 91, H, carries 0.408; number 92, H, carries 0.425; number 93, H, carries 0.800; number 94, H, carries 0.452; number 95, H, carries 0.400; number 96, H, carries 0.492; number 97, H, carries 0.448; number 98, H, carries -0.079; number 99, H, carries 0.426

---

Entry 2:
This record from OMol25 describes a 2-piece molecular cluster, C5H14 overall. The level of theory is the ωB97M-V functional and the def2-TZVPD basis.

```
19
Properties=species:S:1:pos:R:3:forces:R:3
C 0.51446 0.94177 -2.52039 -1.43 -0.98 -2.75
C 0.00021 -1.05902 1.85471 -0.74 0.30 0.33
C -0.39205 0.10745 2.71794 -0.37 1.09 0.19
C -0.95438 0.32498 -2.60553 0.88 -0.33 1.26
C 0.83744 -0.47083 0.82411 2.00 4.47 -1.91
H 0.62544 1.83798 -1.97181 -0.09 0.60 1.26
H 0.73383 1.31450 -3.57837 0.21 -0.86 1.23
H 1.88383 -0.27448 1.18511 -0.77 -0.51 -0.35
H 0.54310 0.70131 0.47570 0.25 -3.08 1.11
H -1.06788 -0.42284 -1.79687 -0.10 0.63 0.08
H -0.90378 -1.47155 1.44045 -0.44 -0.33 -0.29
H 0.85854 -0.95252 -0.11336 0.31 -0.96 -1.01
H -1.82721 1.00494 -2.55827 0.75 -0.15 -0.17
H 0.51676 -1.88506 2.34310 0.02 0.17 0.37
H 0.51124 0.73161 2.99780 -1.11 -0.92 0.35
H -1.02927 0.80965 2.11905 0.54 -0.63 0.30
H -1.05155 -0.25246 3.49498 0.29 0.38 0.94
H 1.19052 0.12425 -2.19936 -0.12 0.84 -0.32
H -1.01759 -0.33147 -3.46312 -0.09 0.28 -0.60
```
Forces are in eV/Å.

Properties
SMILES string: CCC.CC
Energy, eV: -5410.8560
LUMO energy, eV: 1.133
Energy above the lowest of the compared OMol25 structures with the same formula, charge and spin, eV: 1.194
2S+1: 1

In elementary charge units, the Mulliken charges are: number 1, C, carries -0.830; number 2, C, carries -0.122; number 3, C, carries -1.185; number 4, C, carries -0.704; number 5, C, carries -0.981; number 6, H, carries 0.293; number 7, H, carries 0.303; number 8, H, carries 0.324; number 9, H, carries 0.112; number 10, H, carries 0.152; number 11, H, carries 0.243; number 12, H, carries 0.341; number 13, H, carries 0.292; number 14, H, carries 0.282; number 15, H, carries 0.305; number 16, H, carries 0.297; number 17, H, carries 0.364; number 18, H, carries 0.205; number 19, H, carries 0.306

---

Entry 3:
This record from OMol25 describes C8H20GaNO6PSTe as an isolated structure. The level of theory is the ωB97M-V functional and the def2-TZVPD basis.

```
39
Properties=species:S:1:pos:R:3:forces:R:3
Te -2.74288 0.38758 -1.18063 0.16 0.13 0.08
Ga -0.61362 0.13268 0.36752 -0.04 0.13 0.57
S 1.60448 -0.64291 -1.55631 -0.23 -0.08 0.93
P -2.26845 2.30554 0.17892 -0.60 0.35 0.24
O -3.09348 2.21678 1.53426 0.12 0.08 -0.21
O 0.19014 0.40114 2.35149 -0.20 0.12 -0.20
O -0.81107 2.13620 0.58625 0.24 -0.66 -0.08
O -1.43112 -1.45337 1.65266 0.17 0.20 -0.33
O -2.58605 3.68442 -0.49122 0.05 -0.39 0.03
O 2.87110 -1.32094 -1.61065 -0.01 0.04 -0.18
N 0.98469 -0.60456 -0.17825 0.32 -0.01 -0.75
C -1.19512 -1.34050 3.05639 0.18 0.12 0.18
C -2.45141 -2.39115 1.30072 -0.17 -0.09 -0.11
C -4.54370 2.23763 1.52846 -0.25 -0.03 0.07
C -5.03382 1.58307 2.79925 0.18 0.10 -0.10
C -2.32883 4.92672 0.24861 0.17 0.31 0.01
C 1.40713 1.15868 2.44984 0.16 0.11 -0.05
C 0.18187 -0.74514 3.19254 -0.09 -0.24 0.00
C -1.01498 5.53749 -0.18203 -0.09 -0.13 -0.06
H -4.90679 1.69914 0.64901 0.04 0.00 -0.02
H -2.20282 -3.37090 1.70858 0.07 0.03 0.01
H 0.37772 -0.45460 4.22621 0.01 0.03 -0.01
H 2.27157 0.51322 2.29044 -0.06 -0.05 -0.04
H -3.42403 -2.06992 1.67708 0.04 0.06 -0.01
H -6.12184 1.61955 2.83024 0.00 -0.02 0.02
H -1.95191 -0.69473 3.50910 -0.05 -0.02 -0.05
H -4.88147 3.27285 1.46227 0.11 0.01 -0.02
H 0.94221 -1.45492 2.85447 0.04 0.05 0.00
H -0.19588 4.83627 -0.02631 0.02 0.03 0.02
H 1.37268 1.92571 1.68233 -0.02 0.01 0.04
H -2.33301 4.71925 1.31950 -0.08 -0.08 -0.02
H -0.82577 6.43047 0.41361 -0.01 0.01 -0.01
H -4.63801 2.10934 3.66717 -0.04 -0.03 0.03
H 1.45869 1.62230 3.43471 -0.04 -0.02 0.00
H -1.04616 5.82103 -1.23281 0.02 -0.01 0.00
H -4.71452 0.54136 2.83910 -0.03 0.00 0.01
H -2.48118 -2.45327 0.21647 -0.01 0.01 0.02
H -1.22573 -2.32640 3.52149 -0.03 -0.02 -0.03
H -3.16869 5.57276 0.00636 -0.04 -0.05 0.02
```
Forces are in eV/Å.

Properties
Total charge: +1
Energy, eV: -102185.2982
LUMO energy, eV: -3.193
2S+1: 1

In elementary charge units, the Mulliken charges are: number 1, Te, carries -0.145; number 2, Ga, carries 0.457; number 3, S, carries 0.428; number 4, P, carries 0.785; number 5, O, carries -0.245; number 6, O, carries -0.039; number 7, O, carries -0.418; number 8, O, carries -0.050; number 9, O, carries -0.320; number 10, O, carries -0.408; number 11, N, carries -0.186; number 12, C, carries -0.487; number 13, C, carries -0.748; number 14, C, carries -0.200; number 15, C, carries -1.158; number 16, C, carries -0.242; number 17, C, carries -0.746; number 18, C, carries -0.605; number 19, C, carries -1.108; number 20, H, carries 0.349; number 21, H, carries 0.353; number 22, H, carries 0.422; number 23, H, carries 0.330; number 24, H, carries 0.246; number 25, H, carries 0.411; number 26, H, carries 0.262; number 27, H, carries 0.284; number 28, H, carries 0.365; number 29, H, carries 0.235; number 30, H, carries 0.246; number 31, H, carries 0.298; number 32, H, carries 0.372; number 33, H, carries 0.319; number 34, H, carries 0.337; number 35, H, carries 0.323; number 36, H, carries 0.172; number 37, H, carries 0.260; number 38, H, carries 0.477; number 39, H, carries 0.372

---

Entry 4:
This record from OMol25 describes a 2-piece molecular cluster, CH4IN2 overall. The level of theory is the ωB97M-V functional and the def2-TZVPD basis.

```
8
Properties=species:S:1:pos:R:3:forces:R:3
I -2.48583 0.23757 -0.23030 1.82 1.42 -1.40
N 0.99827 -1.34719 0.13647 0.28 -0.32 -0.08
N 1.12325 1.00750 -0.04905 0.59 1.88 -2.80
C 0.90136 -0.23252 -0.03977 0.57 0.69 0.72
H 1.32537 1.49186 -0.94352 -0.01 -0.67 0.60
H 0.83651 1.63358 0.64251 -0.79 0.78 1.69
H 0.86866 -2.28723 -0.01655 -0.58 -2.40 -0.11
H -3.56759 -0.50356 0.50022 -1.89 -1.38 1.37
```
Forces are in eV/Å.

Properties
Total charge: +1
Energy, eV: -12173.9905
LUMO energy, eV: -4.463
Energy above the lowest of the compared OMol25 structures with the same formula, charge and spin, eV: 1.935
2S+1: 1

In elementary charge units, the Mulliken charges are: number 1, I, carries -0.078; number 2, N, carries 0.115; number 3, N, carries -0.283; number 4, C, carries 0.204; number 5, H, carries 0.311; number 6, H, carries 0.292; number 7, H, carries 0.301; number 8, H, carries 0.137

---

Calculated max |F| in order - 1.83; 5.26; 0.96; 3.42 eV/Å